[1]
A molecular structure, C28H28MoN6Si2 in a non-equilibrium geometry, computed with ωB97M-V/def2-TZVPD.

Values from the calculation:
Calculated total energy = -2057.9006 a.u.
Highest occupied orbital energy (alpha / beta) = -18.1 / -18.1 eV
HOMO-LUMO gap (alpha / beta) = 2.3181 / 3.4072 eV
Relative energy (zero: lowest compared OMol25 entry of this formula, charge and spin) = 2.018 eV
Total charge = +4

Last column: Mulliken charge in e.
Cartesian coordinates (Å):
1 Mo 0.165 0.901 -0.850  -0.9926
2 C 4.186 -0.474 -1.757  -0.5431
3 C 2.945 0.162 -1.808  -0.7796
4 N 2.007 -0.084 -0.871  0.9076
5 C 2.308 -1.000 0.090  -0.3143
6 C 3.575 -1.605 0.113  -0.5976
7 N 4.480 -1.324 -0.791  -0.3716
8 C 1.218 -1.227 1.031  0.7741
9 C 1.169 -2.252 1.967  -0.5349
10 C 0.014 -2.429 2.741  0.1412
11 C -0.989 -1.458 2.628  -1.1287
12 C -0.873 -0.445 1.675  0.6025
13 N 0.191 -0.363 0.838  -0.1009
14 C -1.876 0.566 1.382  -0.0167
15 C -3.033 0.846 2.135  -0.6129
16 N -3.858 1.794 1.781  -0.3988
17 C -3.628 2.481 0.677  -0.6587
18 C -2.509 2.219 -0.105  -0.9313
19 N -1.618 1.282 0.261  1.2475
20 C -0.184 -3.647 3.552  0.5174
21 C -1.455 -4.234 3.542  -0.4833
22 C -1.658 -5.410 4.257  -0.5320
23 N -0.661 -5.924 4.910  -0.4301
24 C 0.544 -5.447 4.956  -0.4892
25 C 0.847 -4.275 4.257  -0.5955
26 H 4.956 -0.286 -2.497  0.4559
27 H 2.720 0.895 -2.585  0.6101
28 H 3.871 -2.309 0.875  0.4926
29 H 2.001 -2.934 2.059  0.6400
30 H -1.850 -1.485 3.279  0.8919
31 H -3.288 0.306 3.035  0.5160
32 H -4.347 3.248 0.422  0.4657
33 H -2.324 2.768 -1.026  0.8075
34 H -2.266 -3.815 2.970  0.5258
35 H -2.618 -5.911 4.273  0.4017
36 H 1.289 -5.984 5.534  0.4069
37 H 1.849 -3.876 4.322  0.5048
38 C 2.986 3.126 0.578  -1.1538
39 Si 1.107 2.880 0.485  0.8180
40 C 0.102 4.377 1.052  -1.1614
41 C 0.298 2.480 -2.218  0.7446
42 C 0.647 3.668 -2.841  -0.2697
43 C 0.411 3.739 -4.208  -0.8202
44 C -0.192 2.682 -4.899  -0.7781
45 C -0.547 1.503 -4.258  -0.1966
46 C -0.256 1.421 -2.901  0.8600
47 Si -1.325 -0.655 -2.156  0.8311
48 C -3.184 -0.552 -2.489  -1.1908
49 C -0.341 -1.949 -3.134  -1.1955
50 H 3.229 4.027 1.148  0.4172
51 H 3.448 3.259 -0.402  0.4108
52 H 3.502 2.300 1.066  0.3825
53 H 0.712 5.286 1.037  0.4522
54 H -0.240 4.263 2.083  0.4431
55 H -0.781 4.568 0.439  0.3573
56 H 1.072 4.514 -2.318  0.5056
57 H 0.687 4.634 -4.741  0.5169
58 H -0.392 2.791 -5.954  0.5261
59 H -1.021 0.708 -4.813  0.5406
60 H -3.383 -0.898 -3.506  0.4687
61 H -3.606 0.453 -2.402  0.3753
62 H -3.762 -1.204 -1.835  0.4579
63 H -0.937 -2.245 -3.999  0.4624
64 H -0.150 -2.861 -2.572  0.4438
65 H 0.616 -1.587 -3.515  0.3548

=====

[2]
A molecular structure, C4H8O2, computed with ωB97M-V/def2-TZVPD.

Values from the calculation:
Calculated total energy = -307.5291 a.u.
Highest occupied orbital energy = -8.0 eV
HOMO-LUMO gap = 8.6563 eV
Relative energy (zero: lowest compared OMol25 entry of this formula, charge and spin) = 4.990 eV
Total charge = 0

Last column: natural (NBO) charge in e.
Cartesian coordinates (Å):
1 C 0.763 1.307 -0.272  -0.6292
2 C 0.344 -0.125 0.042  0.0754
3 O 1.310 -0.738 0.901  -0.7273
4 C -1.010 -0.284 0.716  -0.0691
5 C -0.080 -0.901 -1.218  -0.1951
6 O -1.705 -1.079 -0.289  -0.6091
7 H 0.992 1.866 0.643  0.2092
8 H -0.027 1.824 -0.824  0.2200
9 H 1.650 1.306 -0.918  0.2130
10 H 2.187 -0.470 0.603  0.4690
11 H -0.927 -0.910 1.605  0.2155
12 H -1.560 0.633 0.949  0.1856
13 H 0.254 -1.940 -1.055  0.1344
14 H -2.191 -0.491 -0.882  0.5076

=====

[3]
A gas-phase ion, C7H11N2O2 (charge +1) in a non-equilibrium geometry, computed with ωB97M-V/def2-TZVPD.

Values from the calculation:
Calculated total energy = -532.9389 a.u.
Highest occupied orbital energy = -14.5 eV
HOMO-LUMO gap = 8.9690 eV
Relative energy (zero: lowest compared OMol25 entry of this formula, charge and spin) = 3.142 eV
SMILES = COC1(OC)C=CC=NC=[NH+]1
Total charge = +1

Last column: natural (NBO) charge in e.
Cartesian coordinates (Å):
1 C -2.403 -1.136 0.043  -0.3088
2 O -1.439 -0.560 -0.904  -0.5675
3 C -0.097 -0.195 -0.226  0.6339
4 O -0.361 0.532 0.907  -0.5452
5 C -1.153 1.689 0.748  -0.2674
6 C 0.603 0.581 -1.306  -0.1527
7 C 1.845 1.003 -1.306  -0.2526
8 C 2.582 0.574 -0.096  0.2757
9 N 2.463 -0.547 0.491  -0.4170
10 C 1.715 -1.605 0.606  0.4043
11 N 0.429 -1.518 0.209  -0.5118
12 H -3.241 -0.471 -0.192  0.2351
13 H -2.127 -0.903 1.235  0.1932
14 H -2.443 -2.187 -0.169  0.2051
15 H -1.718 1.616 -0.156  0.2053
16 H -0.356 2.499 0.605  0.1927
17 H -1.659 1.694 1.701  0.2258
18 H -0.185 0.615 -2.098  0.2831
19 H 2.405 1.514 -2.038  0.2638
20 H 3.226 1.311 0.318  0.2158
21 H 2.227 -2.470 0.989  0.2508
22 H -0.312 -2.034 0.643  0.4384

=====

M? In order: 600.69 88.11 155.18 u.